The molecule C16H20BrNO4 at a distorted geometry, computed with wB97M-V/def2-TZVPD.

Values from the calculation:
Largest force on an atom in Eh/bohr: 0.0253
HOMO-LUMO gap in eV: 8.6296
SMILES: CCOC(=O)c1c(CN(CC)CC)oc2cc(Br)c(O)cc12
Energy above the lowest of the compared OMol25 structures with the same formula, charge and spin in kJ/mol: 25.6
HOMO level in hartree: -0.2981
Net charge: 0

Geometry (Å):
C1 3.6150 -0.3483 -3.1949
C2 3.5043 -0.3028 -1.6778
O1 2.1455 -0.4052 -1.2499
C3 1.4284 0.7311 -1.2385
O2 1.8861 1.8075 -1.5434
C4 0.0406 0.5322 -0.8214
C5 -0.6331 -0.6014 -0.4218
C6 -0.1630 -2.0095 -0.1971
N1 0.1843 -2.3410 1.1654
C7 1.2211 -1.5614 1.7957
C8 0.7873 -0.3063 2.5634
C9 -0.8196 -2.9550 2.0010
C10 -2.0968 -2.1567 2.2865
O3 -1.9295 -0.3310 -0.1614
C11 -2.1251 0.9938 -0.3712
C12 -3.2989 1.7122 -0.2187
C13 -3.2348 3.0611 -0.5006
Br1 -4.7891 4.1288 -0.3236
C14 -2.0504 3.6933 -0.9209
O4 -2.1094 5.0225 -1.1676
C15 -0.8877 2.9580 -1.0664
C16 -0.9271 1.5963 -0.7891
H1 3.1139 0.5135 -3.6289
H2 3.1553 -1.2557 -3.5795
H3 4.6618 -0.3292 -3.4839
H4 4.0095 -1.1559 -1.2196
H5 3.9267 0.6322 -1.2953
H6 0.7193 -2.1696 -0.8250
H7 -0.9560 -2.6925 -0.5120
H8 1.7503 -2.2232 2.4925
H9 1.9216 -1.2748 1.0090
H10 1.6697 0.2392 2.8898
H11 0.2079 -0.5711 3.4443
H12 0.1926 0.3535 1.9368
H13 -1.1082 -3.9011 1.5244
H14 -0.3301 -3.1991 2.9472
H15 -1.8717 -1.1896 2.7263
H16 -2.6635 -1.9954 1.3741
H17 -2.7188 -2.7154 2.9821
H18 -4.2160 1.2474 0.1029
H19 -1.2461 5.3493 -1.4469
H20 0.0338 3.4191 -1.3862

***

The molecule C16H20FN3O2S at a distorted geometry, computed with wB97M-V/def2-TZVPD.

Values from the calculation:
Largest force on an atom in Eh/bohr: 0.0211
HOMO-LUMO gap in eV: 9.0836
SMILES: COCCn1c(SCC(=O)c2ccc(F)cc2)nnc1C(C)C
Energy above the lowest of the compared OMol25 structures with the same formula, charge and spin in kJ/mol: 26.2
HOMO level in hartree: -0.3160
Net charge: 0

Geometry (Å):
C1 2.6718 3.1896 -0.6078
O1 2.9546 1.8483 -0.2823
C2 2.5350 0.9043 -1.2269
C3 1.0254 0.5932 -1.1863
N1 0.5575 0.2791 0.1368
C4 -0.1993 1.1238 0.9055
S1 -0.7854 2.6739 0.3627
C5 -2.4368 2.6418 1.1556
C6 -3.3294 1.9339 0.1600
O2 -4.1015 2.5328 -0.5480
C7 -3.0703 0.4747 0.0192
C8 -2.9869 -0.3775 1.1174
C9 -2.6838 -1.7142 0.9397
C10 -2.4527 -2.1802 -0.3419
F1 -2.1188 -3.4746 -0.5197
C11 -2.5495 -1.3599 -1.4528
C12 -2.8754 -0.0307 -1.2647
N2 -0.4839 0.5833 2.0554
N3 0.0772 -0.6296 2.0677
C13 0.7065 -0.8242 0.9401
C14 1.4506 -2.0977 0.7088
C15 1.4407 -2.6074 -0.7301
C16 2.8777 -1.9671 1.2538
H1 3.1615 3.7917 0.1542
H2 1.5975 3.4010 -0.5936
H3 3.0765 3.4459 -1.5940
H4 2.7873 1.2276 -2.2481
H5 3.1031 -0.0003 -0.9960
H6 0.8137 -0.2384 -1.8615
H7 0.4598 1.4681 -1.5209
H8 -2.7404 3.6790 1.2868
H9 -2.3138 2.1271 2.1047
H10 -3.1635 -0.0068 2.1143
H11 -2.6029 -2.3834 1.7803
H12 -2.3758 -1.7634 -2.4382
H13 -2.9613 0.6369 -2.1089
H14 0.9275 -2.8302 1.3337
H15 0.4336 -2.5961 -1.1402
H16 1.7930 -3.6362 -0.7426
H17 2.0977 -2.0250 -1.3714
H18 3.4334 -1.1920 0.7316
H19 3.4038 -2.9117 1.1386
H20 2.8460 -1.7095 2.3090

***

A structure of composition C16H20HgN4 at a distorted geometry, computed with wB97M-V/def2-TZVPD.

Values from the calculation:
Largest force on an atom in Eh/bohr: 0.1090
HOMO-LUMO gap in eV: 6.3657
Energy above the lowest of the compared OMol25 structures with the same formula, charge and spin in kJ/mol: 0.0
HOMO level in hartree: -0.5411
Net charge: +2

Geometry (Å):
Hg1 0.0617 0.1352 0.1393
N1 -0.8473 0.0492 -3.0077
C1 -2.0403 -0.1018 -2.3287
C2 -1.7923 -1.1398 -1.4637
C3 -0.5423 -1.7628 -1.7687
C4 0.0847 -0.9248 -2.7697
H1 -0.8383 0.6192 -3.8487
H2 -2.9563 0.3982 -2.6117
H3 -2.5883 -1.5968 -0.8737
H4 -0.0623 -2.6548 -1.3497
H5 0.9317 -1.1648 -3.3667
N2 -1.2523 2.3142 -0.4367
C5 -0.5163 2.8252 0.5913
C6 -0.9573 2.0882 1.7873
C7 -2.0843 1.3592 1.3493
C8 -2.3323 1.5672 -0.0047
H6 -1.3273 2.8242 -1.3237
H7 0.1637 3.6672 0.3803
H8 -0.5553 2.1242 2.8103
H9 -2.7843 0.8172 2.0403
H10 -3.1183 1.3672 -0.7197
N3 2.5027 -0.3208 -1.0757
C9 2.9887 -0.5548 0.2023
C10 2.7197 0.7702 0.8903
C11 2.2907 1.6632 -0.1417
C12 2.1117 0.9732 -1.2947
H11 2.6407 -1.0708 -1.7847
H12 3.4717 -1.4728 0.5093
H13 3.1037 0.9652 1.8993
H14 2.2277 2.7732 -0.1257
H15 1.9627 1.4132 -2.3037
N4 -0.7593 -2.4388 1.3093
C13 -1.1453 -1.4398 2.2063
C14 -0.0293 -0.7988 2.6983
C15 1.0977 -1.4568 2.1913
C16 0.6097 -2.5468 1.2993
H16 -1.4033 -3.1278 0.8523
H17 -2.1843 -1.2558 2.4563
H18 0.0027 -0.1088 3.5003
H19 2.0757 -1.3248 2.6113
H20 1.0697 -3.4518 0.8743

***

A structure of composition C16H20N2O4 at a distorted geometry, computed with wB97M-V/def2-TZVPD.

Values from the calculation:
Largest force on an atom in Eh/bohr: 0.3506
HOMO-LUMO gap in eV: 7.3215
Energy above the lowest of the compared OMol25 structures with the same formula, charge and spin in kJ/mol: 1743.9
HOMO level in hartree: -0.3182
Net charge: 0

Geometry (Å):
C1 -2.3016 -1.7457 -2.0131
H1 -2.6415 -1.0302 -2.7791
H2 -1.1288 -1.4547 -2.0386
H3 -2.4423 -2.7770 -2.5253
C2 -2.9663 -1.8071 -0.8704
C3 -2.3619 -2.6673 0.3169
H4 -2.4381 -3.7219 0.0460
H5 -2.8129 -2.5444 1.1165
H6 -1.3201 -2.2592 0.2831
O1 -2.8145 -0.3157 -0.3468
C4 -3.6680 0.3418 0.7962
C5 -3.4725 1.7295 0.9051
H7 -3.5347 1.9861 -0.0370
H8 -4.0464 2.0773 1.8013
C6 -1.9485 1.9047 1.3429
N1 -1.0481 1.5649 0.5689
C7 -0.1624 2.3608 -0.0792
O2 -0.1614 3.6266 0.3032
C8 0.7580 2.0710 -1.3540
N2 1.7106 1.1941 -0.6809
C9 1.5513 -0.1581 -0.4461
O3 0.4447 -0.6836 -0.1972
C10 2.9437 -0.4696 0.1279
C11 3.3266 -1.7284 0.7754
C12 4.7397 -1.7164 0.6713
C13 5.6980 -0.8094 0.6869
C14 5.1799 0.1877 0.1571
C15 3.8666 0.6414 -0.1788
C16 2.9780 1.5672 -0.6199
O4 3.4701 2.6382 -1.0426
H9 5.8537 1.3082 -0.0639
H10 6.6266 -0.9717 0.8225
H11 5.1481 -2.7691 1.3513
H12 2.6840 -2.7244 0.7441
H13 1.0644 2.7374 -1.8258
H14 0.0677 1.5656 -1.9161
H15 -1.0457 0.6801 -0.1391
H16 -1.7184 1.3545 2.6366
H17 -1.8368 3.0267 1.7171
H18 -4.7950 0.0852 0.6855
H19 -3.2400 -0.4950 1.8387
H20 -4.2062 -1.8000 -0.5403

***

The molecule C16H20N2O6, computed with wB97M-V/def2-TZVPD.

Values from the calculation:
Largest force on an atom in Eh/bohr: 0.0166
HOMO-LUMO gap in eV: 8.4753
SMILES: CCOc1cc2[nH]c(=O)n(CCCC(=O)O)c(=O)c2cc1OCC
Energy above the lowest of the compared OMol25 structures with the same formula, charge and spin in kJ/mol: 0.0
HOMO level in hartree: -0.2897
Net charge: 0

Geometry (Å):
C1 5.1890 2.9015 0.1806
C2 3.7207 2.6332 -0.1095
O1 3.5300 1.2324 -0.0765
C3 2.3013 0.7259 -0.3070
C4 1.1716 1.4754 -0.5796
C5 -0.0534 0.8461 -0.8011
N1 -1.1905 1.5695 -1.0742
C6 -2.4350 1.0255 -1.2370
O2 -3.4081 1.7298 -1.4142
N2 -2.4950 -0.3500 -1.2171
C7 -3.8065 -0.9654 -1.3533
C8 -4.4509 -1.2560 0.0035
C9 -4.9116 0.0031 0.7349
C10 -3.8047 0.7478 1.4331
O3 -2.6467 0.4284 1.5024
O4 -4.2713 1.8551 2.0235
C11 -1.4237 -1.2021 -0.9671
O5 -1.5828 -2.4061 -0.9507
C12 -0.1420 -0.5405 -0.7547
C13 1.0004 -1.3008 -0.4781
C14 2.2153 -0.6952 -0.2537
O6 3.3906 -1.3250 0.0033
C15 3.3977 -2.7268 0.1920
C16 2.8482 -3.1419 1.5536
H1 5.3813 3.9705 0.1649
H2 5.4509 2.5037 1.1567
H3 5.8077 2.4142 -0.5674
H4 3.4503 3.0277 -1.0990
H5 3.0888 3.1179 0.6479
H6 1.2169 2.5522 -0.6202
H7 -1.1506 2.5794 -1.0765
H8 -3.6604 -1.9051 -1.8907
H9 -4.4296 -0.2874 -1.9394
H10 -3.7336 -1.7997 0.6205
H11 -5.3140 -1.9002 -0.1686
H12 -5.6526 -0.2462 1.4981
H13 -5.3788 0.7055 0.0413
H14 -3.5528 2.3345 2.4646
H15 0.8723 -2.3704 -0.4536
H16 2.8537 -3.2287 -0.6172
H17 4.4544 -2.9990 0.1193
H18 1.8025 -2.8631 1.6531
H19 2.9384 -4.2182 1.6706
H20 3.4125 -2.6514 2.3427

***

A structure of composition C16H20N3O2PdSbSe4 at a distorted geometry, computed with wB97M-V/def2-TZVPD.

Values from the calculation:
Largest force on an atom in Eh/bohr: 0.0239
HOMO-LUMO gap in eV: 4.1372
Energy above the lowest of the compared OMol25 structures with the same formula, charge and spin in kJ/mol: 0.0
HOMO level in hartree: -0.0298
Net charge: -2

Geometry (Å):
Pd1 -0.2156 -0.0425 -0.1824
C1 4.5026 -0.3290 -2.8020
C2 4.8533 -0.8717 -1.5724
C3 3.9539 -0.8516 -0.5201
C4 2.6953 -0.2944 -0.7187
C5 2.3322 0.2487 -1.9439
C6 3.2478 0.2333 -2.9836
N1 1.7258 -0.2389 0.3337
N2 2.1916 -0.3742 1.4781
C7 1.2980 -0.2715 2.5710
C8 1.9043 0.0032 3.7950
C9 1.0877 0.1806 4.8945
C10 -0.2855 0.0620 4.7363
C11 -0.7841 -0.2482 3.4813
N3 -0.0091 -0.4229 2.4201
H1 5.2158 -0.3380 -3.6175
H2 5.8345 -1.3088 -1.4324
H3 4.2091 -1.2603 0.4466
H4 1.3553 0.7093 -2.0382
H5 2.9787 0.6784 -3.9323
H6 2.9785 0.1081 3.8464
H7 1.5132 0.4268 5.8591
H8 -0.9632 0.2213 5.5640
H9 -1.8511 -0.3335 3.3093
C12 -3.6750 -1.2316 -1.8340
C13 -3.9775 0.2387 -2.1329
C14 -2.7930 0.9630 -1.5111
O1 -2.3075 0.0700 -0.4609
C15 -3.0717 -1.1399 -0.4451
H10 -2.9190 -1.6211 -2.5186
H11 -4.5583 -1.8723 -1.8646
H12 -4.9127 0.5426 -1.6567
H13 -4.0541 0.4550 -3.1977
H14 -3.0197 1.9292 -1.0663
H15 -1.9787 1.1122 -2.2185
H16 -3.8538 -1.0410 0.3186
H17 -2.4019 -1.9595 -0.2034
Se1 -1.9358 5.4335 2.1287
Sb1 -1.3690 4.7826 -0.1314
Se2 -3.2491 4.4137 -1.6417
Se3 0.5331 5.9247 -1.0786
Se4 -0.2045 2.3261 0.2924
C16 0.0041 -3.0160 -0.3468
O2 -0.3559 -1.9264 -1.1058
H18 1.1024 -3.1640 -0.2802
H19 -0.4192 -3.9608 -0.7395
H20 -0.3517 -2.9448 0.7021

***

The molecule C16H20N4O at a distorted geometry, computed with wB97M-V/def2-TZVPD.

Values from the calculation:
Largest force on an atom in Eh/bohr: 0.0443
HOMO-LUMO gap in eV: 8.6299
SMILES: CC(C)C[C@@H](CN)c1nc2cc(-c3cnco3)ccc2[nH]1
Energy above the lowest of the compared OMol25 structures with the same formula, charge and spin in kJ/mol: 80.4
HOMO level in hartree: -0.2967
Net charge: 0

Geometry (Å):
C1 -2.2674 3.4307 -1.8524
C2 -1.9792 2.3177 -0.8330
C3 -2.3502 2.7589 0.5898
C4 -2.7285 1.0207 -1.2492
C5 -2.4227 -0.2137 -0.3465
C6 -3.0541 -1.5041 -0.8508
N1 -4.5111 -1.4005 -0.8110
C7 -0.9503 -0.4978 -0.2384
N2 -0.3645 -0.7911 0.8929
C8 0.9764 -0.8937 0.5769
C9 2.0182 -1.2403 1.4102
C10 3.3436 -1.2286 0.9164
C11 4.4489 -1.5523 1.8298
C12 4.4363 -1.8662 3.1477
N3 5.7084 -2.1668 3.6851
C13 6.4194 -2.1332 2.6166
O1 5.7682 -1.7211 1.4716
C14 3.5757 -0.9235 -0.4312
C15 2.4890 -0.6576 -1.2936
C16 1.2027 -0.6740 -0.7781
N4 -0.0652 -0.4673 -1.3111
H1 -1.9597 3.0766 -2.8190
H2 -3.3569 3.6417 -1.8770
H3 -1.6958 4.3578 -1.6136
H4 -0.8857 2.1156 -0.8973
H5 -1.8175 3.6947 0.8595
H6 -2.0310 2.0084 1.3430
H7 -3.4058 2.8956 0.6722
H8 -2.4259 0.7538 -2.2784
H9 -3.7998 1.2343 -1.2923
H10 -2.8264 -0.0189 0.6427
H11 -2.7330 -1.6127 -1.8606
H12 -2.7536 -2.4130 -0.2345
H13 -4.8203 -1.3042 0.1557
H14 -4.8826 -0.6130 -1.3444
H15 1.7734 -1.4609 2.4320
H16 3.5538 -1.8878 3.7741
H17 7.4638 -2.4338 2.6550
H18 4.5843 -0.9106 -0.8162
H19 2.6187 -0.4682 -2.3559
H20 -0.2935 -0.2513 -2.2869

***

The molecule C16H20N4O3, computed with wB97M-V/def2-TZVPD.

Values from the calculation:
Largest force on an atom in Eh/bohr: 0.0173
HOMO-LUMO gap in eV: 8.1469
SMILES: CCCn1c(C)cc(C(=O)COC(=O)c2nccnc2N)c1C
Energy above the lowest of the compared OMol25 structures with the same formula, charge and spin in kJ/mol: 61.3
HOMO level in hartree: -0.2958
Net charge: 0

Geometry (Å):
C1 1.3668 0.7955 -4.9509
C2 0.9912 0.3937 -3.5312
C3 2.2112 0.4340 -2.6036
N1 1.8764 0.0488 -1.2578
C4 1.4223 0.9061 -0.2797
C5 1.3174 2.3761 -0.4842
C6 1.1421 0.1719 0.8325
C7 1.4349 -1.1907 0.5363
C8 1.2812 -2.3357 1.4002
O1 1.7818 -3.4271 1.2046
C9 0.4199 -2.1175 2.6511
O2 -0.8415 -1.5635 2.3013
C10 -1.2568 -0.4895 2.9512
O3 -0.6370 0.0468 3.8550
C11 -2.5621 -0.0028 2.4585
N2 -3.1203 -0.6408 1.4409
C12 -4.2910 -0.2180 1.0014
C13 -4.9312 0.8668 1.5941
N3 -4.4009 1.5257 2.6048
C14 -3.2060 1.1169 3.0600
N4 -2.6645 1.8024 4.0727
C15 1.8956 -1.2177 -0.7787
C16 2.3385 -2.3833 -1.5832
H1 2.1171 0.1193 -5.3545
H2 0.4938 0.7635 -5.5975
H3 1.7706 1.8055 -4.9697
H4 0.2233 1.0675 -3.1468
H5 0.5716 -0.6137 -3.5304
H6 2.6255 1.4453 -2.5886
H7 2.9805 -0.2437 -2.9824
H8 0.9219 2.8317 0.4192
H9 0.6519 2.6190 -1.3122
H10 2.2941 2.8165 -0.6902
H11 0.8041 0.5694 1.7676
H12 0.2506 -3.0878 3.1286
H13 0.9362 -1.4502 3.3525
H14 -4.7180 -0.7585 0.1698
H15 -5.8954 1.2202 1.2534
H16 -3.1845 2.5605 4.4779
H17 -1.7797 1.4887 4.4465
H18 2.1984 -3.2854 -0.9952
H19 3.3971 -2.2994 -1.8329
H20 1.7728 -2.4665 -2.5106

***

> What is the formula in the fifth record?

C16H20N2O6

***

Please write out number 1 again, unchanged.
The molecule C16H20BrNO4 at a distorted geometry, computed with wB97M-V/def2-TZVPD.

Values from the calculation:
Largest force on an atom in Eh/bohr: 0.0253
HOMO-LUMO gap in eV: 8.6296
SMILES: CCOC(=O)c1c(CN(CC)CC)oc2cc(Br)c(O)cc12
Energy above the lowest of the compared OMol25 structures with the same formula, charge and spin in kJ/mol: 25.6
HOMO level in hartree: -0.2981
Net charge: 0

Geometry (Å):
C1 3.6150 -0.3483 -3.1949
C2 3.5043 -0.3028 -1.6778
O1 2.1455 -0.4052 -1.2499
C3 1.4284 0.7311 -1.2385
O2 1.8861 1.8075 -1.5434
C4 0.0406 0.5322 -0.8214
C5 -0.6331 -0.6014 -0.4218
C6 -0.1630 -2.0095 -0.1971
N1 0.1843 -2.3410 1.1654
C7 1.2211 -1.5614 1.7957
C8 0.7873 -0.3063 2.5634
C9 -0.8196 -2.9550 2.0010
C10 -2.0968 -2.1567 2.2865
O3 -1.9295 -0.3310 -0.1614
C11 -2.1251 0.9938 -0.3712
C12 -3.2989 1.7122 -0.2187
C13 -3.2348 3.0611 -0.5006
Br1 -4.7891 4.1288 -0.3236
C14 -2.0504 3.6933 -0.9209
O4 -2.1094 5.0225 -1.1676
C15 -0.8877 2.9580 -1.0664
C16 -0.9271 1.5963 -0.7891
H1 3.1139 0.5135 -3.6289
H2 3.1553 -1.2557 -3.5795
H3 4.6618 -0.3292 -3.4839
H4 4.0095 -1.1559 -1.2196
H5 3.9267 0.6322 -1.2953
H6 0.7193 -2.1696 -0.8250
H7 -0.9560 -2.6925 -0.5120
H8 1.7503 -2.2232 2.4925
H9 1.9216 -1.2748 1.0090
H10 1.6697 0.2392 2.8898
H11 0.2079 -0.5711 3.4443
H12 0.1926 0.3535 1.9368
H13 -1.1082 -3.9011 1.5244
H14 -0.3301 -3.1991 2.9472
H15 -1.8717 -1.1896 2.7263
H16 -2.6635 -1.9954 1.3741
H17 -2.7188 -2.7154 2.9821
H18 -4.2160 1.2474 0.1029
H19 -1.2461 5.3493 -1.4469
H20 0.0338 3.4191 -1.3862